1.
Here is 3 unconnected molecules or ions with the total composition C38H58BF9O10P in a non-equilibrium geometry from the OMol25 dataset. Energies are from ωB97M-V/def2-TZVPD.

Atoms and positions in Å:
C1 6.119 0.067 0.855
O1 4.820 0.653 0.877
C2 4.156 0.454 2.151
B1 3.174 1.730 2.562
C3 4.230 2.983 2.714
C4 4.217 3.724 4.105
C5 2.869 4.501 4.412
C6 3.031 6.037 4.559
C7 2.976 6.831 3.319
C8 3.077 8.278 3.287
C9 3.268 8.991 4.557
C10 3.301 8.212 5.771
C11 3.196 6.748 5.813
O2 2.121 2.068 1.568
C12 0.830 1.539 1.844
C13 -0.365 2.466 1.349
C14 0.151 3.771 0.623
O3 0.610 4.778 1.527
C15 0.742 0.308 0.809
O4 1.082 0.797 -0.491
C16 0.373 0.203 -1.505
C17 -0.251 -1.102 -1.490
C18 -1.010 -1.695 -2.582
C19 -1.644 -3.094 -2.363
C20 -1.152 -0.910 -3.802
C21 -0.492 0.407 -3.860
C22 0.264 0.980 -2.760
C23 0.919 2.380 -2.970
C24 1.598 2.432 -4.412
C25 -0.201 3.506 -2.965
C26 0.956 1.179 3.406
P1 0.120 2.258 4.711
O5 -0.189 3.668 4.292
C27 0.657 -0.302 3.905
F1 1.554 -1.241 3.423
F2 0.881 -0.289 5.292
C28 -0.855 -0.782 3.729
F3 -1.441 -0.850 4.993
F4 -1.624 0.142 3.041
C29 -1.012 -2.236 3.133
F5 -0.477 -2.349 1.869
F6 -0.427 -3.126 4.008
C30 -2.517 -2.715 2.990
F7 -3.253 -1.950 2.150
F8 -2.454 -3.970 2.396
F9 -3.134 -2.917 4.183
O6 2.325 1.358 3.736
H1 6.934 0.836 0.960
H2 6.277 -0.697 1.661
H3 6.284 -0.476 -0.123
H4 3.570 -0.515 2.062
H5 4.905 0.279 2.978
H6 4.077 3.752 1.906
H7 5.281 2.588 2.583
H8 4.377 3.005 4.960
H9 5.042 4.495 4.149
H10 2.197 4.341 3.521
H11 2.345 4.078 5.313
H12 2.829 6.297 2.349
H13 3.013 8.800 2.308
H14 3.361 10.095 4.499
H15 3.419 8.765 6.737
H16 3.211 6.200 6.786
H17 -1.116 2.696 2.151
H18 -0.951 1.920 0.552
H19 -0.698 4.153 -0.021
H20 0.962 3.481 -0.103
H21 1.418 5.128 1.112
H22 -0.292 -0.102 0.907
H23 1.550 -0.412 1.113
H24 -0.154 -1.701 -0.548
H25 -2.315 -3.361 -3.226
H26 -0.916 -3.904 -2.119
H27 -2.340 -3.002 -1.479
H28 -1.751 -1.318 -4.644
H29 -0.616 0.952 -4.824
H30 1.758 2.560 -2.251
H31 2.132 3.416 -4.559
H32 2.377 1.637 -4.538
H33 0.840 2.366 -5.238
H34 -1.163 3.018 -2.657
H35 0.077 4.373 -2.320
H36 -0.328 3.884 -4.019
H37 -1.061 1.651 5.257
H38 1.048 2.318 5.804
C31 -1.314 -0.086 -9.901
O7 -1.101 -1.446 -10.243
C32 -0.272 -2.122 -9.303
C33 -1.094 -2.986 -8.360
O8 -1.915 -2.192 -7.512
C34 -3.266 -2.159 -7.944
H39 -2.121 0.299 -10.525
H40 -1.600 0.030 -8.853
H41 -0.408 0.495 -10.100
H42 0.343 -1.410 -8.743
H43 0.400 -2.769 -9.875
H44 -0.410 -3.542 -7.711
H45 -1.693 -3.712 -8.918
H46 -3.753 -3.113 -7.715
H47 -3.348 -1.949 -9.013
H48 -3.777 -1.367 -7.395
C35 -6.675 -8.556 2.904
O9 -5.355 -9.070 2.841
C36 -4.933 -9.331 1.507
C37 -4.017 -8.233 0.990
O10 -4.713 -7.002 0.842
C38 -4.454 -6.100 1.911
H49 -6.844 -8.176 3.911
H50 -6.827 -7.740 2.194
H51 -7.396 -9.356 2.704
H52 -5.794 -9.464 0.845
H53 -4.375 -10.273 1.527
H54 -3.658 -8.517 -0.004
H55 -3.145 -8.114 1.641
H56 -3.456 -5.681 1.803
H57 -4.551 -6.583 2.886
H58 -5.181 -5.289 1.853

* E: -95241.2675 eV
* 2S+1: 1
* net charge: -1

***

2.
Here is a molecular structure, C38H58BN12SSbSi3Sn in a non-equilibrium geometry from the OMol25 dataset. Energies are from ωB97M-V/def2-TZVPD.

Atoms and positions in Å:
Sn1 0.397 0.219 1.272
C1 -1.831 -0.573 4.216
C2 -0.575 0.142 4.591
C3 -0.099 0.421 5.872
C4 1.091 1.089 5.677
N1 1.298 1.207 4.357
N2 0.274 0.620 3.678
B1 2.439 1.839 3.530
N3 3.128 0.706 2.697
C5 4.404 0.332 2.851
C6 4.599 -0.868 2.210
C7 3.358 -1.212 1.677
C8 3.081 -2.457 0.904
N4 2.466 -0.252 1.980
N5 1.841 2.881 2.560
C9 1.402 4.112 2.868
C10 0.864 4.672 1.729
C11 1.012 3.684 0.746
C12 0.599 3.730 -0.686
N6 1.605 2.605 1.258
N7 3.493 2.538 4.360
C13 4.382 3.449 3.885
C14 5.276 3.723 4.886
C15 4.859 2.918 5.969
C16 5.461 2.818 7.333
N8 3.794 2.207 5.641
H1 -2.531 -0.555 5.049
H2 -1.637 -1.614 3.957
H3 -2.311 -0.101 3.358
H4 -0.562 0.171 6.811
H5 1.810 1.492 6.369
H6 5.086 0.934 3.427
H7 5.508 -1.441 2.149
H8 3.536 -3.300 1.424
H9 3.536 -2.393 -0.085
H10 2.021 -2.652 0.792
H11 1.519 4.507 3.865
H12 0.451 5.660 1.614
H13 0.046 4.645 -0.897
H14 -0.032 2.871 -0.941
H15 1.466 3.705 -1.346
H16 4.313 3.825 2.877
H17 6.109 4.405 4.853
H18 6.323 3.477 7.421
H19 5.788 1.798 7.539
H20 4.738 3.097 8.099
S1 -0.448 -2.257 1.388
C17 -0.890 -2.142 -0.310
N9 -1.894 -2.742 -0.845
N10 -2.729 -3.415 -0.018
C18 -3.520 -4.463 -0.505
C19 -3.366 -4.980 -1.785
C20 -4.200 -6.001 -2.220
C21 -5.173 -6.527 -1.385
C22 -5.306 -6.022 -0.097
C23 -4.493 -4.994 0.342
N11 -0.129 -1.368 -1.227
N12 0.992 -0.834 -0.721
C24 2.045 -0.619 -1.600
C25 3.047 0.286 -1.225
C26 4.179 0.422 -2.006
C27 4.327 -0.324 -3.172
C28 3.328 -1.209 -3.553
C29 2.191 -1.365 -2.775
H21 -2.474 -3.433 0.963
H22 -2.587 -4.595 -2.423
H23 -4.072 -6.400 -3.218
H24 -5.814 -7.328 -1.726
H25 -6.056 -6.428 0.570
H26 -4.610 -4.591 1.342
H27 2.926 0.882 -0.326
H28 4.952 1.118 -1.706
H29 5.221 -0.221 -3.773
H30 3.445 -1.803 -4.450
H31 1.440 -2.102 -3.028
C30 -4.465 -1.934 -2.656
Si1 -2.961 -1.489 -3.672
C31 -3.574 -0.455 -5.113
C32 -1.958 -2.921 -4.321
Sb1 -1.380 0.043 -2.282
Si2 -2.910 1.442 0.210
C33 -2.280 2.621 1.473
C34 -3.494 -0.214 0.737
C35 -3.776 2.256 -1.214
Si3 -0.014 1.014 -4.281
C36 -1.294 2.212 -4.965
C37 0.396 -0.317 -5.532
C38 1.481 2.006 -3.763
H32 -4.934 -2.830 -3.073
H33 -5.198 -1.125 -2.708
H34 -4.237 -2.152 -1.616
H35 -4.423 -0.981 -5.559
H36 -2.820 -0.329 -5.891
H37 -3.931 0.532 -4.811
H38 -2.625 -3.714 -4.667
H39 -1.297 -3.333 -3.559
H40 -1.354 -2.598 -5.170
H41 -1.652 2.153 2.229
H42 -3.167 3.037 1.971
H43 -1.735 3.453 1.028
H44 -2.710 -0.794 1.226
H45 -3.872 -0.782 -0.111
H46 -4.311 -0.083 1.458
H47 -3.055 2.680 -1.912
H48 -4.396 3.083 -0.852
H49 -4.406 1.541 -1.744
H50 -2.022 1.737 -5.622
H51 -0.765 2.971 -5.547
H52 -1.840 2.742 -4.180
H53 -0.388 -0.386 -6.289
H54 0.522 -1.299 -5.081
H55 1.331 -0.063 -6.035
H56 1.368 3.034 -4.114
H57 2.384 1.588 -4.207
H58 1.636 2.028 -2.690

* E: -105741.0462 eV
* 2S+1: 2
* net charge: +1
* energy relative to the best compared isomer or geometry (same formula, charge and spin): 168.8 kJ/mol